# C2H3LiNaO

A structure of composition C2H3LiNaO (ωB97M-V with the def2-TZVPD basis set, the Open Molecules 2025 dataset).

Calculated values
- Energy relative to the best compared isomer or geometry (same formula, charge and spin): 79.6 kcal per mole
- 2S+1: 2
- HOMO-LUMO gap (spin up / spin down): 4.0 / 3.9 eV
- LUMO energy (spin up / spin down): -1.13 / -1.20 eV
- Calculated total energy: -8784.543 eV
- <S²>: 0.77

Element x y z (Å)
O  -1.3403  -1.7563  0.6099
C  -1.2057  -1.2527  -0.5485
Na  -0.4767  2.2656  0.5556
Li  0.8677  0.2705  1.9298
H  -1.9308  -0.3888  -0.6985
C  1.1149  0.3892  -0.2398
H  1.8079  -0.4639  -0.4037
H  1.1630  0.9364  -1.2048